14
Properties=species:S:1:pos:R:3:lowdin_charge:R:1 method="wB97M-V/def2-TZVPD" orbital_gap_ev="8.376 / 8.377" smiles="CC1=COC=C=C1O" charge=0 e_tot_ha=-382.52140 lumo_energy_ev="-0.3 / -0.3"
C -2.62 0.50 0.98 -0.133
C -1.54 1.18 1.37 0.017
C -1.31 -0.83 -0.40 0.043
C -0.15 -0.42 0.35 -0.181
C -0.36 0.81 0.96 -0.129
C 1.20 -1.09 0.10 -0.031
O -2.52 -0.21 -0.16 0.006
O 0.87 2.07 0.81 -0.133
H -3.64 0.62 1.38 0.128
H -1.51 -1.65 -1.01 0.118
H 1.95 -0.70 0.75 0.076
H 1.60 -0.93 -0.90 0.087
H 1.02 -2.15 0.31 0.082
H 0.23 2.82 0.98 0.052

***

15
Properties=species:S:1:pos:R:3:lowdin_charge:R:1 method="wB97M-V/def2-TZVPD" orbital_gap_ev=10.768 charge=0 e_tot_ha=-1175.04525 lumo_energy_ev=0.5
C -0.06 0.64 0.10 -0.300
C -1.32 0.14 -0.63 -0.438
N 1.03 -0.14 -0.48 0.007
O -3.06 0.38 1.47 -0.277
O -1.68 -1.74 1.28 -0.325
O -3.38 -0.95 -0.59 -0.460
O -3.61 1.65 -0.50 -0.257
P -1.80 -1.75 -0.30 0.968
S -2.90 0.52 0.02 0.620
H -0.17 0.45 1.19 0.108
H 0.10 1.80 0.08 0.147
H -1.24 0.25 -1.65 0.074
H 1.25 0.30 -1.44 0.125
H -2.13 -0.84 1.53 0.005
H 1.84 -0.16 -0.02 0.005

***

89
Properties=species:S:1:pos:R:3:lowdin_charge:R:1 method="wB97M-V/def2-TZVPD" spin_multiplicity=5 orbital_gap_ev="7.942 / 7.172" charge=+2 e_tot_ha=-1847.10742 lumo_energy_ev="-5.4 / -8.0"
Ir 0.36 1.89 -0.85 1.420
C 3.20 1.94 0.90 -0.008
C 2.12 2.78 0.28 -0.377
C 1.01 3.28 1.03 -0.071
C 0.19 4.30 0.52 -0.267
C -0.96 4.84 1.32 -0.011
C 0.51 4.88 -0.73 0.002
C 1.56 4.39 -1.50 -0.262
C 2.03 5.09 -2.74 -0.010
C 2.25 3.23 -1.05 -0.106
H 3.64 1.27 0.16 0.078
H 2.85 1.36 1.75 0.071
H 3.98 2.60 1.26 0.115
H 0.84 2.91 2.03 0.128
H -1.88 4.83 0.73 0.099
H -0.76 5.87 1.59 0.109
H -1.12 4.26 2.23 0.090
H -0.05 5.74 -1.07 0.144
H 2.20 4.39 -3.55 0.079
H 3.00 5.55 -2.53 0.112
H 1.35 5.87 -3.05 0.098
H 3.08 2.85 -1.65 0.141
C -1.34 2.19 -2.33 -0.082
C -0.45 1.54 -3.24 -0.369
C 0.31 2.31 -4.17 -0.044
C 1.15 1.71 -5.07 -0.041
C 1.26 0.31 -5.10 -0.015
C 0.48 -0.47 -4.24 -0.051
C -0.36 0.13 -3.33 -0.049
H -2.14 1.63 -1.86 0.061
H -1.54 3.25 -2.48 0.076
H 0.16 3.38 -4.19 0.117
H 1.70 2.30 -5.79 0.123
H 1.92 -0.16 -5.82 0.123
H 0.53 -1.55 -4.31 0.116
H -0.99 -0.47 -2.69 0.101
O -0.11 0.02 -0.19 -0.508
P -0.44 -1.23 0.69 0.952
C -0.81 -0.59 2.36 -0.328
C 0.42 -0.03 3.09 -0.186
C 1.22 -1.08 3.87 -0.183
C 0.33 -1.89 4.81 -0.180
C -0.81 -2.54 4.04 -0.183
C -1.63 -1.48 3.31 -0.177
C -1.92 -1.95 -0.09 -0.325
C -2.41 -3.32 0.46 -0.166
C -3.93 -3.42 0.37 -0.182
C -4.62 -2.36 1.22 -0.172
C -4.06 -0.94 0.95 -0.172
C -3.06 -0.91 -0.20 -0.187
C 0.96 -2.41 0.62 -0.320
C 2.33 -1.71 0.62 -0.171
C 2.80 -1.23 -0.76 -0.200
C 2.69 -2.31 -1.83 -0.177
C 1.28 -2.88 -1.87 -0.192
C 0.90 -3.45 -0.51 -0.165
H -1.45 0.26 2.08 0.119
H 0.04 0.71 3.80 0.132
H 1.06 0.51 2.39 0.060
H 2.01 -0.57 4.43 0.125
H 1.73 -1.76 3.18 0.093
H -0.08 -1.24 5.58 0.125
H 0.93 -2.64 5.32 0.122
H -1.47 -3.09 4.71 0.125
H -0.42 -3.28 3.33 0.104
H -2.05 -0.80 4.06 0.138
H -2.49 -1.91 2.81 0.068
H -1.55 -2.12 -1.11 0.109
H -2.10 -3.48 1.49 0.104
H -1.96 -4.12 -0.12 0.103
H -4.24 -4.42 0.70 0.124
H -4.24 -3.34 -0.67 0.122
H -4.49 -2.61 2.27 0.109
H -5.70 -2.38 1.04 0.116
H -3.61 -0.53 1.86 0.087
H -4.88 -0.25 0.71 0.118
H -2.65 0.10 -0.30 0.081
H -3.58 -1.10 -1.14 0.126
H 0.86 -2.95 1.57 0.110
H 3.05 -2.45 0.99 0.138
H 2.36 -0.89 1.33 0.076
H 3.84 -0.90 -0.67 0.116
H 2.22 -0.36 -1.07 0.072
H 3.39 -3.12 -1.62 0.128
H 2.97 -1.90 -2.80 0.111
H 1.19 -3.66 -2.63 0.127
H 0.57 -2.09 -2.15 0.069
H 1.62 -4.23 -0.24 0.137
H -0.07 -3.95 -0.54 0.089

***

19
Properties=species:S:1:pos:R:3:lowdin_charge:R:1 method="wB97M-V/def2-TZVPD" orbital_gap_ev="7.852 / 7.853" smiles="C=C1NC1=C.CC(N)=O" charge=0 e_tot_ha=-419.15957 lumo_energy_ev="0.4 / 0.4"
C 0.23 1.71 1.57 -0.003
C 0.92 1.21 0.34 -0.523
N 0.55 1.59 -0.89 0.135
O 1.81 0.30 0.43 0.003
H 0.64 2.50 -1.30 0.108
H 0.14 0.86 -1.49 0.107
H 0.98 2.08 2.26 0.085
H -0.23 0.86 2.08 0.084
H -0.49 2.50 1.35 0.081
N -0.19 -1.74 0.90 0.123
C 0.56 -1.25 -0.22 -0.279
C -0.92 -0.93 0.02 -0.307
C 1.13 -1.76 -1.34 0.013
C -2.13 -0.53 -0.32 0.044
H -0.44 -2.71 1.01 0.135
H 0.58 -1.97 -2.24 0.050
H -2.28 0.16 -1.14 0.046
H 2.14 -2.14 -1.29 0.043
H -3.00 -0.73 0.28 0.052

***

- Which value of charge does entry 3 give?
  +2